Formula: C4H4EuLiO5
Source: OMol25
Level of theory: the ωB97M-V functional and the def2-TZVPD basis

Geometry as XYZ:
```
15
Properties=species:S:1:pos:R:3:forces:R:3
O 4.14846 1.38965 -0.72288 -0.1 0.3 1.7
O 3.89930 1.11281 -2.89411 1.4 0.3 -0.2
O -3.41853 -0.85028 2.30886 0.3 -0.1 0.5
H -1.92387 -1.70488 -0.23450 -0.7 -0.2 1.5
C -0.13812 -0.25170 -0.40089 -0.3 -0.4 -1.6
H -1.71079 1.22981 -0.70319 0.4 0.2 0.5
C 4.56906 1.40680 -1.90788 -0.1 -0.2 -1.4
H -3.79941 -1.72786 2.47811 -0.1 -0.1 0.0
C -1.24128 0.42727 -0.13349 1.0 0.1 -0.3
O -2.45230 -1.89664 0.61878 0.7 -0.4 -1.4
Li 4.75062 1.91604 0.96155 0.3 0.0 -0.2
O -2.03412 0.26610 1.07615 -0.7 -0.3 0.3
C -2.59039 -0.84680 1.33562 -0.6 0.5 -0.6
Eu 1.93093 0.81724 -1.71333 -1.7 -0.3 0.1
H 0.01045 -1.28755 -0.06879 0.3 0.6 1.2
```
Positions in Å, forces in eV/Å.

Values from the calculation:
2S+1	9
HOMO (alpha / beta)	-15.215 / -15.422	eV
electronic energy	-1248.24325	Eh
E_LUMO (alpha / beta)	-0.26639 / -0.28549	hartree
⟨S²⟩	20.0121
orbital gap (alpha / beta)	7.966 / 7.653	eV
total charge	+2